C22H24N2O5 | the ωB97M-V functional and the def2-TZVPD basis

Last column: natural (NBO) charge in e.
Geometry (Å):
C -0.68 6.60 2.32  -0.252
O -0.98 5.27 2.00  -0.492
C -0.16 4.28 2.47  0.281
C 0.96 4.48 3.27  -0.292
C 1.72 3.41 3.69  -0.234
C 1.38 2.11 3.32  0.201
N 2.18 1.04 3.77  -0.671
C 2.18 -0.26 3.27  0.795
O 2.21 -1.21 4.03  -0.646
N 2.19 -0.40 1.92  -0.463
C 2.16 -1.76 1.41  -0.205
C 1.83 -1.76 -0.08  -0.410
C 0.91 -0.58 -0.41  -0.345
C 0.43 -0.70 -1.85  0.673
O 0.92 -0.05 -2.74  -0.567
C -0.64 -1.69 -2.13  -0.209
C -1.32 -2.42 -1.15  -0.179
C -2.32 -3.30 -1.51  -0.250
C -2.67 -3.48 -2.84  0.235
C -1.97 -2.78 -3.83  0.269
C -0.98 -1.89 -3.46  -0.198
O -2.24 -2.96 -5.16  -0.491
C -3.00 -4.11 -5.43  -0.098
C -4.17 -4.21 -4.46  -0.098
O -3.69 -4.34 -3.13  -0.476
C 1.69 0.73 -0.19  -0.406
C 2.68 0.58 0.97  -0.222
C 0.25 1.91 2.54  -0.259
C -0.51 2.98 2.12  -0.230
H 0.31 6.90 1.94  0.175
H -1.44 7.20 1.84  0.201
H -0.71 6.77 3.41  0.174
H 1.25 5.48 3.58  0.221
H 2.58 3.57 4.31  0.213
H 2.42 1.07 4.75  0.409
H 1.40 -2.30 1.98  0.220
H 3.12 -2.26 1.59  0.197
H 2.74 -1.66 -0.68  0.209
H 1.36 -2.71 -0.35  0.227
H 0.05 -0.60 0.26  0.214
H -1.08 -2.31 -0.10  0.214
H -2.86 -3.87 -0.76  0.229
H -0.46 -1.34 -4.23  0.246
H -3.35 -4.02 -6.46  0.205
H -2.37 -5.01 -5.33  0.180
H -4.78 -5.10 -4.65  0.204
H -4.79 -3.31 -4.54  0.182
H 2.23 0.97 -1.11  0.235
H 0.99 1.54 0.01  0.218
H 2.83 1.53 1.46  0.231
H 3.65 0.23 0.59  0.187
H -0.05 0.90 2.28  0.223
H -1.39 2.83 1.51  0.225

Its highest occupied orbital energy is -7.99 eV. The HOMO-LUMO gap is 8.434 eV. The value obtained for the relative energy (zero: lowest compared OMol25 entry of this formula, charge and spin) is 44.75 kcal/mol. Its SMILES is COc1ccc(NC(=O)N2CCC(C(=O)c3ccc4c(c3)OCCO4)CC2)cc1. The calculation puts the molecular weight at 396.44 g mol⁻¹.

***

C3H3N3 | the ωB97M-V functional and the def2-TZVPD basis

Last column: Löwdin spin population.
Geometry (Å):
C 0.53 1.27 0.15  0.139
C 1.08 -1.11 0.09  0.084
C -0.04 -0.03 0.47  0.240
N 0.89 2.30 -0.20  0.200
N 1.89 -1.87 -0.15  0.086
N -1.20 -0.36 -0.35  0.976
H -0.27 -0.13 1.53  0.047
H -0.94 -0.38 -1.33  0.101
H -1.94 0.31 -0.22  0.125

Its highest occupied orbital energy (spin up / spin down) is -4.76 / -12.45 eV. The HOMO-LUMO gap (spin up / spin down) is 5.451 / 7.029 eV. The value obtained for the relative energy (zero: lowest compared OMol25 entry of this formula, charge and spin) is 77.82 kcal/mol. The multiplicity is 3. The calculation puts the molecular weight at 81.08 g mol⁻¹.

***

C22H51N8O2 | the ωB97M-V functional and the def2-TZVPD basis

Last column: Löwdin charge in e.
Geometry (Å):
C 4.37 3.33 1.51  -0.156
C 5.74 2.50 1.12  -0.270
C 5.75 2.22 -0.50  -0.231
C 4.44 1.38 -1.05  -0.216
C 4.03 0.11 -0.05  -0.224
C 3.43 -1.13 -0.94  -0.211
C 3.56 -2.60 -0.21  -0.213
C 3.56 -2.54 1.43  -0.221
C 3.11 -4.00 2.06  -0.208
C 1.53 -4.02 2.59  -0.206
C 0.53 -3.61 1.31  -0.222
C -1.05 -3.77 1.68  -0.222
C -2.12 -3.35 0.52  -0.219
C -1.51 -2.58 -0.78  -0.176
C -2.68 -1.53 -1.35  -0.187
C -2.11 -0.02 -1.63  -0.139
C -1.74 0.86 -0.30  -0.259
C -0.26 0.67 0.42  -0.108
N -0.54 1.39 1.76  0.014
C -1.98 1.95 1.77  -0.123
N -2.36 3.02 2.54  0.033
N -3.66 3.50 2.45  0.058
N -2.80 1.10 0.77  -0.072
C -3.15 -0.06 1.68  -0.084
H 4.47 4.42 1.04  0.091
H 3.39 2.84 1.10  0.047
H 4.29 3.41 2.69  0.078
H 5.88 1.50 1.75  0.105
H 6.66 3.20 1.44  0.116
H 5.92 3.24 -1.10  0.121
H 6.71 1.55 -0.72  0.116
H 4.73 0.91 -2.09  0.105
H 3.52 2.14 -1.19  0.106
H 5.04 -0.22 0.47  0.111
H 3.27 0.45 0.78  0.095
H 4.10 -1.19 -1.92  0.113
H 2.31 -0.92 -1.28  0.101
H 2.69 -3.28 -0.61  0.092
H 4.57 -3.10 -0.59  0.128
H 4.64 -2.24 1.76  0.109
H 2.82 -1.71 1.87  0.104
H 3.15 -4.80 1.18  0.115
H 3.87 -4.38 2.90  0.116
H 1.24 -5.07 3.02  0.113
H 1.39 -3.25 3.47  0.112
H 0.89 -4.18 0.35  0.118
H 0.73 -2.44 1.15  0.080
H -1.23 -4.93 1.92  0.122
H -1.30 -3.22 2.71  0.114
H -3.01 -2.78 1.07  0.087
H -2.62 -4.36 0.13  0.130
H -0.57 -1.92 -0.60  0.076
H -1.29 -3.39 -1.60  0.126
H -3.67 -1.56 -0.70  0.098
H -2.99 -1.97 -2.41  0.112
H -2.81 0.64 -2.34  0.134
H -1.10 -0.14 -2.26  0.133
H -1.62 1.95 -0.76  0.160
H 0.46 1.31 -0.23  0.141
H 0.06 -0.39 0.82  0.108
H -0.50 0.61 2.48  0.130
H -1.62 3.41 3.19  0.213
H -3.76 4.17 3.27  0.144
H -4.37 2.74 2.64  0.129
H -4.06 -0.71 1.27  0.115
H -3.48 0.32 2.74  0.108
H -2.21 -0.76 1.86  0.108
C -2.36 -2.90 -5.55  -0.722
O -2.10 -3.57 -4.56  0.009
N -3.20 -3.31 -6.52  0.155
N -1.83 -1.68 -5.76  0.150
H -3.42 -2.77 -7.33  0.101
H -3.62 -4.22 -6.40  0.116
H -1.19 -1.33 -5.05  0.104
H -2.03 -1.11 -6.56  0.101
C -4.89 6.90 -0.06  -0.722
O -4.94 7.81 -0.87  0.037
N -3.75 6.24 0.22  0.143
N -5.97 6.48 0.62  0.148
H -3.69 5.49 0.89  0.050
H -2.92 6.53 -0.27  0.112
H -6.84 6.95 0.44  0.117
H -5.95 5.73 1.29  0.085

Its highest occupied orbital energy is -11.85 eV. The HOMO-LUMO gap is 7.638 eV. Its total charge is +1. The calculation puts the molecular weight at 459.70 g mol⁻¹.

***

C41H41BFeO2P2 | the ωB97M-V functional and the def2-TZVPD basis

Last column: Löwdin spin population.
Geometry (Å):
Fe 0.45 -0.09 0.78  2.830
C -1.46 0.85 -3.46  0.016
C -1.49 -0.46 -3.29  0.005
C -1.01 -1.43 -4.33  0.000
C 0.37 -1.11 -4.97  0.000
C 1.31 -0.26 -4.19  0.006
C 1.30 1.08 -4.14  0.015
C 0.33 1.96 -4.86  0.002
C -1.13 1.51 -4.77  0.002
C 1.35 0.15 2.96  0.034
H -1.80 1.56 -2.69  0.001
H -2.06 -0.92 -2.47  0.005
H -1.75 -1.50 -5.15  0.000
H -0.96 -2.43 -3.89  0.000
H 0.86 -2.08 -5.13  0.000
H 0.20 -0.69 -5.97  0.000
H 2.18 -0.79 -3.81  0.002
H 2.16 1.63 -3.76  0.000
H 0.60 2.08 -5.92  0.000
H 0.41 2.97 -4.44  0.000
H -1.76 2.41 -4.88  0.000
H -1.36 0.86 -5.62  0.000
H 1.75 1.01 3.52  0.002
H 1.71 0.30 1.89  0.014
H 1.89 -0.72 3.38  0.005
P -1.56 -0.52 0.14  0.073
P 2.40 0.11 -0.20  0.097
C -0.16 -1.13 -0.92  0.336
C 1.17 -0.71 -1.20  0.358
C -2.47 -2.03 0.49  0.001
C -2.82 -2.90 -0.56  0.005
C -3.46 -4.10 -0.25  -0.001
C -3.75 -4.42 1.09  0.004
C -3.40 -3.54 2.12  0.000
C -2.75 -2.35 1.83  0.006
C -2.68 0.78 -0.37  0.029
C -2.21 2.11 -0.48  0.012
C -3.13 3.15 -0.63  0.001
C -4.50 2.87 -0.66  0.004
C -4.96 1.55 -0.61  0.001
C -4.06 0.49 -0.47  0.007
C 3.72 -1.04 0.22  0.012
C 3.43 -2.33 0.71  0.017
C 4.49 -3.16 1.11  -0.001
C 5.81 -2.70 0.99  0.020
C 6.09 -1.43 0.46  -0.001
C 5.05 -0.59 0.08  0.019
C 2.91 1.81 -0.41  0.011
C 2.87 2.76 0.63  0.005
C 3.15 4.10 0.34  0.001
C 3.42 4.48 -0.98  0.002
C 3.49 3.53 -2.00  0.001
C 3.29 2.18 -1.70  0.005
H -0.39 -2.15 -1.22  0.026
H 1.66 -1.28 -1.98  0.020
H -2.59 -2.64 -1.59  0.000
H -3.74 -4.78 -1.05  0.000
H -4.25 -5.36 1.32  0.000
H -3.62 -3.80 3.16  0.000
H -2.47 -1.65 2.61  0.000
H -1.13 2.31 -0.48  0.007
H -2.77 4.18 -0.71  0.000
H -5.21 3.69 -0.73  0.000
H -6.03 1.33 -0.65  0.000
H -4.40 -0.54 -0.41  0.000
H 2.40 -2.67 0.78  0.001
H 4.27 -4.15 1.50  -0.001
H 6.62 -3.35 1.31  0.001
H 7.12 -1.10 0.35  0.000
H 5.24 0.41 -0.32  0.001
H 2.65 2.44 1.66  0.001
H 3.14 4.84 1.14  0.000
H 3.59 5.54 -1.20  0.000
H 3.71 3.83 -3.02  0.000
H 3.43 1.40 -2.45  0.001
O -0.63 -1.17 4.06  -0.007
B -0.17 0.02 3.34  -0.010
O -0.85 1.18 3.92  -0.004
C -1.35 0.72 5.11  0.000
C -1.73 1.46 6.22  0.000
C -1.96 0.78 7.42  0.000
C -1.85 -0.60 7.49  0.000
C -1.49 -1.36 6.37  0.000
C -1.22 -0.69 5.19  0.000
H -1.81 2.54 6.14  0.000
H -2.21 1.35 8.30  0.000
H -2.03 -1.11 8.43  0.000
H -1.39 -2.44 6.41  0.000

Its highest occupied orbital energy (spin up / spin down) is -4.96 / -6.85 eV. The HOMO-LUMO gap (spin up / spin down) is 5.472 / 7.117 eV. The value obtained for the relative energy (zero: lowest compared OMol25 entry of this formula, charge and spin) is 21.97 kcal/mol. The multiplicity is 5. The calculation puts the molecular weight at 694.38 g mol⁻¹.